C33H43Cl2N6O3SSrTe | ωB97M-V/def2-TZVPD

XYZ file:
```
90
Properties=species:S:1:pos:R:3:lowdin_charge:R:1
Te -2.817 -1.340 -3.152 1.296
Sr -1.345 0.233 0.129 1.347
Cl -3.145 3.591 -3.062 0.614
Cl -2.391 5.279 -0.810 0.605
S 0.627 0.816 -2.088 0.641
O -2.759 0.405 2.103 -0.145
O -3.159 1.459 -0.884 -0.207
O -1.498 2.655 0.025 -0.200
N -3.093 1.697 3.933 -0.071
N -4.565 -0.037 3.393 -0.072
N 1.867 1.474 0.261 0.009
N 2.448 2.630 -1.598 0.114
N 1.078 0.635 0.973 -0.003
N -0.379 -1.379 2.064 0.039
C 1.333 0.349 2.192 -0.243
C 0.389 -3.243 -2.330 -0.062
C -3.452 0.684 3.102 -0.446
C -4.819 -1.769 -3.726 -0.438
C 1.592 -3.670 1.252 -0.285
C -5.467 -2.465 -2.560 -0.280
C -4.759 -2.675 -1.383 -0.279
C -3.346 -2.161 -1.243 -0.461
C -5.037 -1.055 2.479 -0.025
C 2.671 -2.794 1.265 -0.026
C -1.401 -2.380 3.967 -0.034
C -5.366 -3.348 -0.325 -0.056
C 1.154 -3.054 -1.053 -0.263
C -6.666 -3.802 -0.430 -0.078
C -6.782 -2.920 -2.658 -0.032
C 0.362 -0.602 2.863 -0.226
C -3.879 2.087 5.095 -0.151
C 1.271 -4.493 2.467 -0.047
C 0.249 -0.670 4.244 0.001
C 3.010 -2.054 0.141 -0.273
C -4.640 0.896 5.638 -0.145
C -0.659 -1.562 4.799 -0.034
C 1.664 1.676 -1.081 -0.826
C 4.215 -1.156 0.144 -0.045
C -2.025 2.608 3.568 -0.016
C -7.380 -3.582 -1.603 -0.073
C -5.442 0.280 4.511 -0.148
C -2.543 2.530 -0.658 -0.831
C 2.516 0.875 2.942 -0.003
C -3.170 3.772 -1.301 -1.011
C -1.221 -2.248 2.595 -0.139
C 0.837 -3.783 0.091 -0.023
C 2.244 -2.193 -1.010 -0.034
H -7.127 -4.331 0.394 0.105
H -5.226 -1.983 3.024 0.096
H 0.845 -0.033 4.883 0.116
H -5.344 -0.850 -3.984 0.062
H 5.084 -1.667 -0.275 0.091
H -5.918 -0.648 4.831 0.126
H -4.212 3.834 -1.000 0.069
H 2.507 -1.632 -1.899 0.108
H 0.819 -4.055 -2.920 0.095
H 0.305 -4.987 2.367 0.076
H -2.655 -2.962 -0.973 0.048
H -4.806 -3.525 0.587 0.106
H -1.243 2.596 4.332 0.092
H -4.292 -1.235 1.712 0.059
H -6.239 0.959 4.186 0.136
H -0.769 -1.623 5.873 0.118
H -8.398 -3.934 -1.695 0.107
H -3.939 0.159 6.035 0.120
H 0.000 -4.475 0.065 0.120
H -2.415 3.627 3.491 0.104
H 3.404 0.866 2.308 0.074
H 4.486 -0.852 1.155 0.065
H -0.655 -3.500 -2.148 0.039
H 2.321 2.864 -2.568 0.106
H 2.597 1.985 0.735 0.142
H 4.048 -0.265 -0.463 0.067
H 0.414 -2.345 -2.947 0.051
H -3.353 -1.412 -0.444 0.004
H 2.739 0.266 3.814 0.086
H -7.335 -2.755 -3.574 0.120
H 3.017 3.238 -1.032 0.117
H -5.965 -0.745 1.990 0.108
H 1.251 -3.880 3.371 0.071
H 2.347 1.902 3.280 0.104
H -4.569 2.895 4.824 0.135
H -1.607 2.342 2.603 0.063
H -3.192 2.487 5.842 0.127
H -5.299 1.206 6.448 0.124
H -4.795 -2.416 -4.601 0.057
H 2.022 -5.270 2.622 0.089
H 3.272 -2.703 2.165 0.124
H -1.768 -2.874 1.897 0.121
H -2.094 -3.110 4.361 0.117
```

For the HOMO energy, the calculation gives -9.84 eV. Its LUMO energy is -2.977 eV. The HOMO-LUMO gap comes out at 6.86 eV. Its total energy is -3454.85246 hartree. Its total charge is +1.